One molecule with the formula C5H4N4O, computed with ωB97M-V/def2-TZVPD.

The geometry in ORCA input format:
```
! RIJCOSX wB97M-V def2-TZVPD def2/J DEFGRID3
* xyz 0 1
O 1.7353 -2.2952 -0.4277
N 0.3448 0.9266 2.2905
N -0.9606 0.6346 -1.0485
N 0.0635 -1.3795 -1.7227
N -0.3730 1.3888 1.2375
C -0.2852 0.5505 0.1494
C 0.9097 -0.1704 1.8447
C -0.7355 -0.3722 -1.9489
C 0.5474 -0.4578 0.5157
C 0.8724 -1.4319 -0.5452
H -0.7984 2.3567 1.3116
H -1.3094 -0.3841 -2.8692
H 1.5889 -0.7245 2.4338
H -1.5999 1.3582 -1.2211
*
```

Properties
**LUMO level**: 0.176 eV
**SMILES string**: O=c1nc[nH]c2[nH]ncc12
**ΔE to the lowest compared entry with this formula, charge and spin**: 0.0 kcal/mol

Charges computed using Löwdin, reported in e:
1 O 0.06
2 N 0.04
3 N 0.13
4 N 0.14
5 N 0.02
6 C -0.23
7 C -0.08
8 C -0.14
9 C -0.08
10 C -0.41
11 H 0.19
12 H 0.13
13 H 0.11
14 H 0.13

***

One molecule with the formula C5H4N4O3S, computed with ωB97M-V/def2-TZVPD.

The geometry in ORCA input format:
```
! RIJCOSX wB97M-V def2-TZVPD def2/J DEFGRID3
* xyz 0 3
S -3.0583 0.1409 0.0175
O -4.0317 -0.8521 0.1211
O -2.6487 0.6561 -1.2305
O -2.9907 1.0433 1.1628
N -1.3109 -0.7117 0.2026
N 1.8272 0.8376 0.0380
N 0.2116 -2.4291 -0.3661
N -0.2737 1.5613 0.4609
C 1.2708 -1.5930 -0.2269
C -0.2904 0.1272 0.1820
C 1.0361 -0.2380 -0.0147
C -1.0185 -1.9772 -0.1024
C 1.0065 1.7993 0.2608
H -1.7777 -2.7125 0.0327
H 2.3269 -1.8733 -0.4976
H 1.3394 2.7962 0.1828
H -1.0234 2.1282 0.6909
*
```

Properties
**LUMO level (spin up / spin down)**: 0.088 / -4.388 eV

Charges computed using Löwdin, reported in e:
1 S 0.48
2 O -0.24
3 O -0.27
4 O -0.31
5 N 0.00
6 N 0.20
7 N 0.09
8 N 0.23
9 C -0.07
10 C -0.16
11 C -0.20
12 C -0.12
13 C -0.16
14 H 0.13
15 H 0.13
16 H 0.14
17 H 0.12

***

In g mol⁻¹, the molecular weight values for the records above are, in order, 136.11, 200.18.